{"formula": "C14H17N7OS", "method": "the ωB97M-V functional and the def2-TZVPD basis", "gap_ha": 0.2999, "homo_ev": -8.592, "e_tot_ev": -38108.478, "charge": 0, "species": ["N", "C", "H", "H", "O", "C", "N", "C", "C", "H", "C", "H", "H", "H", "H", "H", "H", "C", "C", "H", "C", "C", "C", "N", "C", "N", "H", "H", "C", "N", "S", "H", "C", "N", "H", "H", "N", "H", "C", "H"], "positions_angstrom": [[-1.97572, 2.74024, 2.99271], [2.16935, 1.52560, -1.34337], [-3.11118, 0.91278, 3.66650], [-3.60214, -2.79537, 0.59530], [-2.68161, -1.28266, 2.30102], [0.06118, 4.03135, 0.31018], [3.29642, 1.79261, -1.88279], [-1.93154, -0.61676, 1.58936], [-2.95112, -2.82933, -0.28639], [-1.09160, -4.60095, 0.69393], [-0.96639, -3.53698, 1.05853], [-3.01584, -3.83114, -0.68475], [5.26297, 0.46937, -3.74963], [5.81605, 1.55646, -2.48843], [-0.64447, -0.56449, 0.03436], [0.43386, -2.63714, -1.10710], [5.91762, -0.27371, -2.26383], [-2.39120, 1.39749, 3.00720], [-0.68520, -2.63901, -1.31116], [0.07468, -3.34582, 1.28430], [3.97764, 0.59136, -2.02243], [0.33918, 2.80778, -0.30100], [-1.76134, 0.78400, 1.91436], [-0.21262, 1.63801, 0.11482], [-1.19040, 2.98698, 1.89785], [3.41588, -0.51145, -1.54817], [-0.97352, -3.55524, -1.84819], [-3.35256, -2.11452, -1.00719], [-1.47479, -2.52520, 0.03294], [1.34884, 2.65828, -1.25145], [1.86253, -0.15263, -0.99310], [0.54496, 4.88956, -0.03684], [-0.99209, 1.78115, 1.21396], [-1.29718, -1.16304, 0.49288], [-0.96113, -1.78653, -1.98751], [-2.22742, 3.45795, 3.65697], [-0.69587, 4.13963, 1.44451], [-1.54639, -3.44402, 2.00270], [5.32487, 0.58617, -2.65790], [1.88731, 3.45922, -1.53312]], "mulliken_charge": [0.02, 0.42, 0.48, 0.36, -0.70, -0.55, -0.60, 0.02, -1.80, 0.37, -1.56, 0.50, 0.23, 0.32, 0.28, 0.19, 0.30, -0.90, -1.52, 0.36, 0.50, 0.48, 0.62, -0.24, -0.43, -0.47, 0.45, 0.39, 1.44, -0.20, 0.14, 0.42, 1.17, -0.01, 0.39, 0.20, -0.66, 0.35, -1.03, 0.29]}